Entry 1:
Density functional theory data (ωB97M-V/def2-TZVPD) for a structure of composition C44H63N6O4STi in a non-equilibrium geometry.

Net charge ... +1

Atoms and positions in Å:
1 Ti 0.547 0.417 0.646
2 C 0.834 -2.526 -0.576
3 N 0.729 -2.032 0.818
4 C 1.848 -2.657 1.556
5 C -0.573 -2.436 1.438
6 C -1.466 -1.246 1.763
7 N -1.466 -0.262 0.639
8 C -2.216 1.001 1.007
9 C -1.682 1.822 2.162
10 C -2.487 2.045 3.257
11 C -2.095 2.922 4.263
12 C -0.896 3.595 4.082
13 C -0.040 3.411 2.990
14 C -0.447 2.478 2.050
15 O 0.281 2.131 0.921
16 C 1.207 4.309 2.874
17 C 1.851 4.541 4.252
18 C 0.731 5.659 2.311
19 C 2.297 3.754 1.946
20 C -2.979 3.102 5.499
21 C -3.123 1.742 6.203
22 C -4.362 3.610 5.069
23 C -2.381 4.098 6.494
24 C -2.121 -0.843 -0.575
25 C -1.524 -0.580 -1.947
26 C -2.206 -1.105 -3.033
27 C -1.831 -0.801 -4.334
28 C -0.808 0.133 -4.499
29 C -0.097 0.690 -3.438
30 C -0.414 0.219 -2.163
31 O 0.354 0.530 -1.063
32 C 0.910 1.833 -3.656
33 C 0.434 3.063 -2.859
34 C 0.992 2.228 -5.128
35 C 2.326 1.450 -3.199
36 C -2.519 -1.484 -5.515
37 C -4.044 -1.501 -5.313
38 C -2.003 -2.930 -5.595
39 C -2.212 -0.783 -6.838
40 H 0.901 -3.616 -0.596
41 H 1.732 -2.115 -1.035
42 H -0.017 -2.224 -1.174
43 H 1.873 -2.330 2.583
44 H 1.739 -3.743 1.536
45 H 2.791 -2.403 1.073
46 H -0.387 -2.963 2.372
47 H -1.074 -3.142 0.780
48 H -1.111 -0.736 2.650
49 H -2.481 -1.593 1.966
50 H -3.245 0.730 1.232
51 H -2.215 1.620 0.112
52 H -3.438 1.524 3.324
53 H -0.583 4.303 4.838
54 H 1.246 5.194 4.887
55 H 2.814 5.039 4.113
56 H 2.020 3.601 4.779
57 H -0.049 6.095 2.942
58 H 0.327 5.544 1.299
59 H 1.570 6.363 2.268
60 H 2.637 2.769 2.283
61 H 3.157 4.427 1.980
62 H 1.970 3.683 0.913
63 H -3.597 0.999 5.551
64 H -3.740 1.845 7.101
65 H -2.142 1.352 6.494
66 H -4.891 2.877 4.454
67 H -4.275 4.537 4.494
68 H -4.979 3.812 5.951
69 H -1.390 3.784 6.834
70 H -3.029 4.161 7.371
71 H -2.303 5.102 6.066
72 H -3.127 -0.435 -0.593
73 H -2.238 -1.910 -0.427
74 H -3.062 -1.751 -2.847
75 H -0.561 0.461 -5.499
76 H -0.577 3.353 -3.162
77 H 1.100 3.909 -3.049
78 H 0.433 2.873 -1.785
79 H 0.017 2.522 -5.526
80 H 1.394 1.420 -5.748
81 H 1.661 3.086 -5.226
82 H 2.379 1.388 -2.120
83 H 3.037 2.216 -3.524
84 H 2.638 0.492 -3.633
85 H -4.346 -2.206 -4.532
86 H -4.536 -1.813 -6.237
87 H -4.421 -0.509 -5.044
88 H -2.192 -3.465 -4.659
89 H -0.926 -2.951 -5.790
90 H -2.509 -3.468 -6.404
91 H -2.539 0.262 -6.826
92 H -2.742 -1.291 -7.646
93 H -1.146 -0.812 -7.079
94 N 3.156 -4.884 6.400
95 C 2.717 -3.665 5.934
96 C 3.627 -2.629 5.682
97 C 3.198 -1.421 5.171
98 C 1.843 -1.234 4.887
99 C 0.922 -2.244 5.168
100 C 1.355 -3.449 5.681
101 S 1.245 0.261 4.212
102 O -0.176 0.237 4.415
103 O 2.029 1.347 4.708
104 N 1.437 0.138 2.553
105 C 2.673 0.236 1.991
106 N 2.598 0.258 0.629
107 C 3.734 0.344 -0.080
108 C 4.949 0.417 0.537
109 C 4.935 0.374 1.931
110 N 3.832 0.276 2.659
111 H 4.072 -4.929 6.812
112 H 2.481 -5.504 6.811
113 H 4.679 -2.777 5.911
114 H 3.895 -0.612 4.997
115 H -0.134 -2.062 4.998
116 H 0.639 -4.232 5.912
117 H 3.635 0.337 -1.154
118 H 5.866 0.496 -0.029
119 H 5.867 0.409 2.489

Atoms 1-2, force components in eV/Å:
0.2 -1.1 0.3
0.0 0.0 0.2


Entry 2:
Density functional theory data (ωB97M-V/def2-TZVPD) for a cluster of 2 separate species, C4H5NO in total in a non-equilibrium geometry.

Structure (SMILES) ... N#C/C=C1\CO1.[H][H]
Net charge ... 0

Atoms and positions in Å:
1 N -3.301 0.449 -0.280
2 C -2.216 0.706 0.060
3 C -0.885 1.026 0.455
4 C 0.139 0.490 -0.200
5 C 0.783 -0.353 -1.161
6 O 1.472 0.506 -0.182
7 H -0.722 1.710 1.282
8 H 0.879 -1.417 -0.955
9 H 0.887 -0.029 -2.193
10 H 1.260 -1.796 1.746
11 H 1.704 -1.291 1.427

Atoms 1-2, force components in eV/Å:
1.7 0.4 0.6
-1.7 -0.4 -0.6


Entry 3:
Density functional theory data (ωB97M-V/def2-TZVPD) for a cluster of 8 separate species, C4H24N2O9 in total in a non-equilibrium geometry.

Structure (SMILES) ... CNC(=O)[C@@H](N)CO.O.O.O.O.O.O.O
Net charge ... 0

Atoms and positions in Å:
1 C 1.916 0.963 1.932
2 N 1.019 -0.300 2.103
3 C 0.445 -0.908 1.036
4 O -0.117 -2.008 1.154
5 C 0.157 -0.125 -0.282
6 N 1.129 -0.665 -1.345
7 C -1.348 -0.070 -0.900
8 O -1.390 1.197 -1.438
9 H 2.519 0.854 0.982
10 H 2.571 1.083 2.745
11 H 1.320 1.898 1.893
12 H 1.424 -0.836 2.922
13 H 0.522 0.926 -0.157
14 H 0.512 -1.409 -1.788
15 H 1.421 0.033 -1.911
16 H -1.489 -0.798 -1.741
17 H -2.055 -0.337 -0.070
18 H -1.895 1.897 -0.829
19 O 0.343 2.384 -3.132
20 H 0.464 1.991 -4.067
21 H -0.361 1.843 -2.720
22 O -1.481 0.633 3.320
23 H -0.642 0.323 3.020
24 H -2.221 0.010 3.399
25 O -2.119 1.954 1.221
26 H -2.155 1.355 1.929
27 H -2.312 2.752 1.604
28 O -1.209 -3.204 -0.816
29 H -0.661 -2.938 -0.049
30 H -2.048 -2.969 -0.684
31 O 2.506 1.748 -1.633
32 H 1.714 2.212 -2.141
33 H 3.289 2.180 -1.831
34 O -2.568 -1.714 2.180
35 H -2.311 -1.952 3.012
36 H -1.972 -2.381 1.648
37 O 2.461 -1.826 -3.208
38 H 1.706 -2.274 -2.976
39 H 2.916 -1.523 -2.382

Atoms 1-2, force components in eV/Å:
-1.4 -0.7 -2.5
3.0 1.8 1.3


Let's list total energy in order: -3591.56053, -285.29228, -953.39714 hartree.
Let's list relative energy (zero: lowest compared OMol25 entry of this formula, charge and spin) in order: 0.510, 3.328, 4.149 eV.
Let's list gap between HOMO and LUMO in order: 7.613, 10.705, 9.513 eV.